Here is one molecule with the formula C7H8S in a non-equilibrium geometry from the Open Molecules 2025 dataset. Energies are from ωB97M-V/def2-TZVPD.

## Properties
E_HOMO = -0.3159 Eh
Gap between HOMO and LUMO = 0.2930 Ha
Net charge = 0
SMILES = C=C1CCC=C1C=S
E_tot = -18220.0631 eV
Largest force on an atom = 4.76 eV/A
Molar mass = 124.21 g mol⁻¹
ΔE to the lowest compared entry with this formula, charge and spin = 3.250 eV

Structure (XYZ):
```
16
C7H8S (ωB97M-V/def2-TZVPD)
H -1.8684 0.6386 2.5570
C 0.8226 -0.3411 0.0836
C -0.5213 -0.0338 0.7368
C -0.9427 -0.1366 -1.6867
H -2.4428 0.4672 0.2325
C -0.8680 0.0555 2.2731
C 2.0897 -0.1752 0.6041
H 0.7412 1.0404 -1.7514
H 2.9839 0.0878 -0.1690
H 2.2243 0.0382 1.6554
C 0.5462 0.0131 -1.5177
H 1.1793 -0.7784 -2.0530
C -1.4867 0.3009 -0.1226
H -1.4385 -1.1488 -1.7003
S 0.2741 -0.4944 3.3795
H -1.2931 0.4666 -2.5211
```

---

Here is C7H9CdF3O9S as an isolated structure in a non-equilibrium geometry from the Open Molecules 2025 dataset. Energies are from ωB97M-V/def2-TZVPD.

## Properties
E_HOMO (alpha / beta) = -0.2086 / -0.2081 Eh
Gap between HOMO and LUMO (alpha / beta) = 0.3171 / 0.1624 Ha
Net charge = -1
E_tot = -49385.3043 eV
Largest force on an atom = 4.86 eV/A
⟨S²⟩ = 0.75
Molar mass = 438.61 g mol⁻¹
Multiplicity = 2

Structure (XYZ):
```
30
C7H9CdF3O9S (ωB97M-V/def2-TZVPD)
H 15.3829 -1.8439 -25.8136
C 16.8879 -2.4189 -27.3175
C 18.6225 -6.6641 -24.8084
O 14.7264 -6.0139 -26.2008
H 16.7586 -0.8005 -25.8106
O 18.8808 -5.7653 -25.6325
S 15.7842 -3.1841 -23.4230
O 17.3720 -6.8971 -24.5756
O 16.3189 -6.4469 -27.5130
O 17.2053 -3.5144 -26.8732
O 17.0193 -2.0191 -28.5133
H 14.0724 -8.2994 -27.5672
C 15.1216 -6.5236 -27.2377
H 19.4614 -8.2212 -23.7603
F 14.6663 -3.6629 -21.0513
O 16.2960 -4.2302 -24.2917
C 19.7262 -7.1836 -23.9635
F 16.0774 -5.1694 -21.6158
O 16.6841 -2.0667 -23.4696
C 16.1153 -1.3789 -26.4736
H 14.6239 -7.5999 -28.9699
C 15.8313 -3.8554 -21.6512
H 15.6593 -0.6929 -27.1875
F 16.7739 -3.1926 -20.9839
H 19.9880 -6.4810 -23.1723
O 14.3918 -2.7877 -23.6351
H 13.1814 -6.8894 -28.0583
Cd 16.7736 -5.2670 -25.8204
H 20.6361 -7.3529 -24.5394
C 14.1853 -7.3118 -28.0145
```

---

Here is one molecule with the formula C7H9Cl in a non-equilibrium geometry from the Open Molecules 2025 dataset. Energies are from ωB97M-V/def2-TZVPD.

## Properties
E_HOMO = -0.3336 Eh
Gap between HOMO and LUMO = 0.3661 Ha
Net charge = 0
SMILES = C=C1C[C@@H]2C[C@H]2[C@H]1Cl
E_tot = -19923.8979 eV
Largest force on an atom = 1.86 eV/A
Molar mass = 128.60 g mol⁻¹
ΔE to the lowest compared entry with this formula, charge and spin = 2.758 eV

Structure (XYZ):
```
17
C7H9Cl (ωB97M-V/def2-TZVPD)
C -0.2573 1.1828 -0.5452
C -2.1464 -0.9605 -0.0151
H -2.3361 -1.8734 -0.5679
H -0.9834 0.0017 1.4687
H 1.1702 -1.0363 1.5864
H -0.6038 -0.7078 -1.4677
C -1.0776 -0.0908 -0.6850
C 0.6957 -0.8767 0.6177
H -2.9613 -0.5131 0.5917
C -0.8282 -0.7222 0.6507
H 2.4578 2.0311 -0.3518
H 3.0998 0.5137 0.4414
C 2.2351 1.0795 0.0464
Cl 1.2896 -2.2189 -0.3934
C 1.0309 0.5224 0.0256
H -0.0773 1.7469 -1.5116
H -0.7074 1.9217 0.1090
```

---

Here is a 2-piece molecular cluster, C7H9Cl overall in a non-equilibrium geometry from the Open Molecules 2025 dataset. Energies are from ωB97M-V/def2-TZVPD.

## Properties
E_HOMO = -0.3205 Eh
Gap between HOMO and LUMO = 0.3514 Ha
Net charge = 0
SMILES = C[C@]12C[C@@]1(Cl)C2.C#C
E_tot = -19922.0271 eV
Largest force on an atom = 4.58 eV/A
Molar mass = 128.60 g mol⁻¹
ΔE to the lowest compared entry with this formula, charge and spin = 4.629 eV

Structure (XYZ):
```
17
C7H9Cl (ωB97M-V/def2-TZVPD)
Cl 0.1728 -1.7469 -0.8001
C -0.2168 -0.2988 -0.0418
C -1.3845 0.6884 0.1635
H -2.6494 0.7393 -1.5777
H -1.5142 -0.6598 1.9262
H 4.9964 -0.7906 0.4806
C 3.4332 -1.9658 -0.6025
C 4.2741 -1.3465 0.0316
H 2.8028 -2.7341 -0.8890
H -3.1548 2.0223 -0.3571
C -0.0412 1.1371 -0.2825
H 0.4900 1.7923 0.4374
H -3.6120 0.3582 -0.1084
H 0.0050 1.3929 -1.3086
C -0.8087 -0.0285 1.3515
C -2.7441 1.0004 -0.4708
H -0.0484 0.4400 2.0477
```

---

Here is one molecule with the formula C7H9Cl2N3S in a non-equilibrium geometry from the Open Molecules 2025 dataset. Energies are from ωB97M-V/def2-TZVPD.

## Properties
E_HOMO = -0.3363 Eh
Gap between HOMO and LUMO = 0.3209 Ha
Net charge = 0
SMILES = CCCCSc1nc(Cl)nc(Cl)n1
E_tot = -47753.9066 eV
Largest force on an atom = 5.68 eV/A
Molar mass = 238.14 g mol⁻¹
ΔE to the lowest compared entry with this formula, charge and spin = 1.521 eV

Structure (XYZ):
```
22
C7H9Cl2N3S (ωB97M-V/def2-TZVPD)
H -2.3344 -1.2945 0.4547
H -3.3272 0.0576 -2.8417
H -3.9652 -0.1200 -1.1571
C -1.5446 -1.0682 -0.1138
Cl 3.4892 3.2650 0.0209
C 3.2096 1.7554 0.9521
N 4.1637 0.7886 1.0908
C 3.7603 -0.3070 1.7608
C -3.0249 -0.0032 -1.8020
C -0.9580 0.2733 0.3280
N 1.9198 1.4044 1.1096
Cl 5.1056 -1.4738 2.0709
S -0.0195 0.0288 1.8778
H -1.0651 -0.7900 -2.2261
H -2.6034 1.0082 -1.7257
N 2.5133 -0.5766 1.9647
H -1.6660 0.9347 0.6151
H -2.3407 -1.9776 -1.9176
C -1.9477 -1.0375 -1.5937
H -0.7450 -1.7985 0.0520
C 1.6363 0.2401 1.5464
H -0.2558 0.6908 -0.4660
```

---

Here is an isolated ion of composition C7H9Cl3NSi and charge +1 in a non-equilibrium geometry from the Open Molecules 2025 dataset. Energies are from ωB97M-V/def2-TZVPD.

## Properties
E_HOMO = -0.4783 Eh
Gap between HOMO and LUMO = 0.3485 Ha
Net charge = +1
SMILES = [NH3+][C@@H](c1ccccc1)[Si](Cl)(Cl)Cl
E_tot = -54335.9854 eV
Largest force on an atom = 5.51 eV/A
Molar mass = 241.60 g mol⁻¹
ΔE to the lowest compared entry with this formula, charge and spin = 0.000 eV

Structure (XYZ):
```
21
C7H9Cl3NSi (ωB97M-V/def2-TZVPD)
C -1.2284 0.1703 -1.1852
C -0.4356 0.7377 0.9140
H -0.0511 -2.2950 0.1060
Cl 3.8620 -1.6554 -0.0714
C -1.6487 1.4926 1.1598
C -2.4333 0.8125 -0.9898
H 0.7993 -1.3331 -1.5820
C -2.6389 1.4633 0.1854
N 0.9169 -1.8942 0.4469
Si 2.8230 0.1439 -0.3139
H 1.4438 -2.6882 0.2591
C -0.2416 0.0331 -0.2411
H 0.2517 0.8644 1.7687
Cl 2.7485 1.0822 1.4716
H -3.5163 1.9158 0.4422
C 1.0024 -0.7213 -0.4480
H -1.1674 -0.5764 -2.0108
H -1.7999 1.9064 2.0660
Cl 3.5879 1.3238 -1.7601
H 0.9789 -1.5225 1.3880
H -3.2534 0.7401 -1.6054
```

---

- Which value of net charge does entry 2 give?
  -1

---

Copy entry 4 word for word.
Here is a 2-piece molecular cluster, C7H9Cl overall in a non-equilibrium geometry from the Open Molecules 2025 dataset. Energies are from ωB97M-V/def2-TZVPD.

## Properties
E_HOMO = -0.3205 Eh
Gap between HOMO and LUMO = 0.3514 Ha
Net charge = 0
SMILES = C[C@]12C[C@@]1(Cl)C2.C#C
E_tot = -19922.0271 eV
Largest force on an atom = 4.58 eV/A
Molar mass = 128.60 g mol⁻¹
ΔE to the lowest compared entry with this formula, charge and spin = 4.629 eV

Structure (XYZ):
```
17
C7H9Cl (ωB97M-V/def2-TZVPD)
Cl 0.1728 -1.7469 -0.8001
C -0.2168 -0.2988 -0.0418
C -1.3845 0.6884 0.1635
H -2.6494 0.7393 -1.5777
H -1.5142 -0.6598 1.9262
H 4.9964 -0.7906 0.4806
C 3.4332 -1.9658 -0.6025
C 4.2741 -1.3465 0.0316
H 2.8028 -2.7341 -0.8890
H -3.1548 2.0223 -0.3571
C -0.0412 1.1371 -0.2825
H 0.4900 1.7923 0.4374
H -3.6120 0.3582 -0.1084
H 0.0050 1.3929 -1.3086
C -0.8087 -0.0285 1.3515
C -2.7441 1.0004 -0.4708
H -0.0484 0.4400 2.0477
```

---

- Which of these has the lowest E_tot?
  C7H9Cl3NSi

---

- Look up the E_tot of the fifth one.
  -47753.9066 eV